A structure of composition C61H62IrN8O2P3S2 in a non-equilibrium geometry, computed with ωB97M-V/def2-TZVPD.

```
139
Properties=species:S:1:pos:R:3:forces:R:3:lowdin_spin:R:1
Ir 0.28003 -0.02368 0.23733 0.07 -0.36 0.33 2.09
O 1.70303 1.76842 -1.80097 0.04 0.17 -0.95 0.04
S 1.05683 2.42192 -0.64937 0.88 0.55 0.46 0.14
C 0.05543 3.78402 -1.26377 -0.40 -0.67 0.98 0.19
C 0.61733 4.69542 -2.13407 0.04 0.81 -0.68 0.02
C -0.00357 5.91172 -2.44177 0.97 -0.69 -0.30 0.09
C -1.19697 6.20642 -1.82367 -1.03 -0.09 0.74 0.09
C -2.06227 7.42262 -1.85767 -0.05 0.05 0.02 0.01
C -3.24127 7.10832 -0.91087 0.08 -0.05 -0.04 0.02
C -2.99887 5.71372 -0.44347 0.87 0.55 -0.78 0.12
C -3.71917 4.87082 0.36803 -0.33 -1.16 0.67 0.09
C -3.23227 3.57992 0.58733 -1.00 0.95 0.29 0.04
C -2.01487 3.11102 0.10083 0.84 -0.30 -0.30 0.21
P -1.77817 1.28952 0.25543 -0.62 -1.13 0.01 0.11
C -2.50697 0.92342 1.88153 0.17 0.13 -0.01 0.02
C -2.32377 1.80682 2.94633 -0.12 0.01 -0.17 0.01
C -2.77687 1.47392 4.20913 0.03 0.09 0.01 0.00
C -3.39417 0.25172 4.42413 -0.02 -0.06 -0.07 0.01
C -3.55757 -0.63958 3.37453 0.01 0.02 0.16 0.00
C -3.10887 -0.31318 2.10703 0.03 0.10 -0.32 0.01
C -3.02377 0.87892 -1.00897 0.31 0.29 0.10 0.05
C -2.55487 0.78762 -2.31687 0.07 0.13 0.14 0.03
C -3.45407 0.69022 -3.36177 0.03 -0.01 -0.13 0.01
C -4.81687 0.67012 -3.10717 0.07 -0.01 0.00 0.02
C -5.28217 0.73052 -1.80287 -0.04 -0.03 0.14 0.00
C -4.39127 0.84782 -0.75097 -0.02 0.15 0.03 0.02
C -1.22357 3.98262 -0.69627 0.03 0.42 -0.12 0.00
C -1.78527 5.24632 -0.97747 0.12 0.05 -0.19 0.00
C 2.38163 3.32902 0.16613 -0.81 0.26 0.02 0.02
C 2.24803 4.65082 0.53413 -0.01 -0.21 -0.21 0.01
C 3.30683 5.38752 1.08063 0.37 0.03 0.18 0.00
C 4.51183 4.75672 1.27903 -0.54 -0.06 -0.12 0.01
C 5.81653 5.24282 1.81453 0.26 0.36 0.14 0.00
C 6.72843 3.99732 1.85073 0.39 0.08 0.14 0.00
C 5.89383 2.89142 1.30363 -0.29 -0.45 -0.21 0.00
C 6.15393 1.55842 1.09393 0.10 0.47 0.08 0.00
C 5.12693 0.76152 0.59083 -0.41 0.07 -0.13 0.01
C 3.85513 1.23642 0.27083 0.02 -0.19 -0.03 0.01
P 2.70223 -0.08288 -0.24417 0.72 -0.50 0.27 0.13
C 3.45973 -0.72998 -1.76397 -0.43 0.13 -0.01 0.02
C 4.62213 -0.16838 -2.28707 -0.05 0.01 0.11 0.01
C 5.25493 -0.76688 -3.35987 0.02 -0.03 -0.04 0.00
C 4.70283 -1.88498 -3.96047 -0.01 0.04 -0.02 0.01
C 3.50433 -2.39678 -3.49217 -0.05 -0.02 -0.11 0.00
C 2.88553 -1.83058 -2.39347 0.02 0.06 0.11 0.01
C 3.16523 -1.27968 1.06933 -0.33 0.04 0.03 0.03
C 3.24313 -0.76628 2.36503 0.00 -0.03 -0.05 0.02
C 3.62963 -1.56938 3.41673 -0.02 0.02 0.07 0.00
C 3.93403 -2.90238 3.18893 -0.02 -0.08 -0.04 0.02
C 3.83893 -3.42538 1.91013 0.03 -0.05 0.07 0.00
C 3.45043 -2.61998 0.85143 -0.02 0.13 -0.16 0.02
C 3.57243 2.61182 0.43793 0.34 -0.28 0.02 0.00
C 4.62013 3.38762 0.97553 -0.22 -0.04 -0.06 0.00
H 1.57993 4.46082 -2.56187 0.17 -0.01 -0.07 0.00
H 0.47333 6.59972 -3.12077 0.07 0.11 -0.09 0.00
H -2.40337 7.63452 -2.87287 0.04 0.03 -0.04 0.01
H -1.50427 8.29982 -1.52717 0.05 0.07 -0.07 0.01
H -4.20727 7.19592 -1.40927 -0.09 0.01 0.02 0.01
H -3.26947 7.79182 -0.05897 -0.07 0.03 0.03 0.01
H -4.65427 5.17182 0.81183 -0.16 0.01 0.04 0.00
H -3.85017 2.91312 1.17253 0.03 0.02 0.00 0.00
H -1.84427 2.76152 2.77403 0.04 0.07 0.11 0.00
H -2.65027 2.16942 5.02453 0.01 0.07 0.09 0.00
H -3.74877 0.00092 5.40963 -0.06 -0.07 0.15 0.00
H -4.03517 -1.59018 3.55003 -0.08 -0.13 -0.02 0.00
H -3.23437 -0.99928 1.27843 -0.01 -0.13 -0.04 0.00
H -1.48577 0.81402 -2.49897 0.04 -0.03 -0.13 0.01
H -3.09767 0.64342 -4.37747 0.07 -0.04 -0.16 0.00
H -5.51737 0.62102 -3.92537 -0.08 -0.07 -0.10 0.00
H -6.34307 0.69812 -1.60857 -0.10 0.00 0.04 0.00
H -4.75727 0.92652 0.26253 -0.07 -0.06 0.08 0.00
H 1.30733 5.15162 0.36753 -0.08 0.13 0.01 0.00
H 3.16983 6.43072 1.31493 -0.04 0.14 0.05 0.00
H 5.69803 5.68932 2.80213 -0.01 0.03 0.00 0.00
H 6.22783 6.02062 1.16873 0.00 0.02 0.03 0.00
H 7.06413 3.75982 2.86203 0.02 0.05 -0.02 0.00
H 7.62583 4.13132 1.24553 0.03 0.03 0.04 0.00
H 7.11203 1.11922 1.31993 0.14 -0.05 0.02 0.00
H 5.33233 -0.29178 0.44923 0.03 0.02 0.04 0.00
H 5.04613 0.72392 -1.85727 0.04 0.04 0.00 0.00
H 6.18383 -0.35848 -3.72337 0.08 0.09 -0.10 0.00
H 5.19843 -2.34108 -4.80147 0.04 -0.08 -0.13 0.00
H 3.04363 -3.22808 -4.00167 -0.02 -0.18 -0.02 0.00
H 1.96013 -2.23458 -2.01247 -0.02 -0.05 -0.01 0.00
H 3.04433 0.28432 2.52543 0.03 0.03 0.13 0.00
H 3.71083 -1.16198 4.41223 0.02 0.07 0.12 0.00
H 4.25713 -3.52388 4.00733 0.04 -0.13 0.11 0.00
H 4.08073 -4.46288 1.73883 0.06 -0.09 -0.05 0.00
H 3.41083 -3.01588 -0.15137 -0.03 -0.13 -0.10 0.00
S -3.00777 -2.34528 -1.10757 -0.41 0.19 -0.26 0.56
C -4.47577 -3.23998 -1.06667 0.16 0.12 0.04 0.05
C -4.63517 -4.40628 -1.83627 -0.20 0.22 -0.08 0.07
C -5.82007 -5.10928 -1.78077 -0.11 -0.08 -0.03 -0.01
C -6.86417 -4.66638 -0.97737 0.13 0.09 -0.02 0.09
C -6.71647 -3.50688 -0.22257 -0.21 -0.08 0.04 -0.01
C -5.53667 -2.79858 -0.25927 0.09 -0.24 0.01 0.07
H -3.83677 -4.73908 -2.48317 0.06 0.03 0.01 0.00
H -5.94497 -6.00078 -2.37517 0.00 -0.10 -0.06 0.00
H -7.79157 -5.21588 -0.95287 -0.10 -0.06 0.04 0.01
H -7.52927 -3.16848 0.40043 -0.11 0.05 0.05 0.00
H -5.41227 -1.89828 0.32253 0.01 0.10 0.10 0.00
N 0.52273 2.57922 5.00293 -0.43 1.24 0.74 0.00
N 0.50353 1.50242 4.21243 0.30 -1.39 -1.12 0.00
N 0.25613 0.30822 4.67893 -0.05 -0.17 0.74 0.00
C 0.22663 -0.43158 3.58543 0.06 0.16 -0.17 0.01
N 0.45043 0.30972 2.50173 -0.13 -0.08 -0.21 0.08
N 0.62593 1.54622 2.91773 0.15 1.01 -0.08 0.00
H 0.63903 2.35392 5.98463 0.12 -0.14 -0.26 0.00
H 1.04793 3.36912 4.65163 0.13 -0.34 -0.09 0.00
H 0.08003 -1.48748 3.58423 -0.11 -0.38 0.00 0.00
C -0.91967 -4.57448 -3.26237 -0.04 -0.16 -0.06 0.00
N -0.46167 -3.48938 -2.41767 0.54 0.11 0.74 0.00
C -0.44637 -2.20468 -3.09327 0.03 0.14 -0.01 0.01
P -0.10297 -3.64188 -0.80767 -0.53 -2.31 -0.21 0.01
O 0.34823 -2.34928 -0.21847 0.16 1.50 0.40 0.09
N 0.98843 -4.91288 -0.73027 -0.88 1.09 -0.23 0.01
C 1.27403 -5.49608 0.57343 -0.26 -0.08 0.29 0.00
C 1.94123 -5.22438 -1.77567 0.15 -0.12 -0.16 0.00
N -1.40637 -4.19178 0.14473 1.29 0.63 -0.40 0.11
C -1.57567 -3.65518 1.47793 0.00 0.21 0.26 0.01
C -2.01107 -5.48928 -0.03437 -0.31 -0.25 -0.15 0.01
H -0.29697 -4.64718 -4.15927 0.04 -0.05 0.07 0.00
H -1.94477 -4.38968 -3.59597 -0.02 0.00 0.08 0.00
H -0.88327 -5.52038 -2.72837 0.04 -0.04 -0.11 0.00
H 0.32293 -2.19838 -3.87027 0.05 0.05 0.01 0.00
H -0.23547 -1.41218 -2.37467 0.01 0.05 -0.12 0.01
H -1.40857 -1.99858 -3.56927 -0.07 -0.07 0.13 0.00
H 0.46133 -6.15168 0.89473 0.07 0.02 0.08 0.00
H 1.44213 -4.72228 1.32873 -0.02 -0.12 0.01 0.00
H 2.17563 -6.10238 0.50493 -0.01 0.03 -0.02 0.00
H 1.70933 -4.64788 -2.66607 0.08 -0.04 -0.06 0.00
H 1.89153 -6.28818 -2.01837 0.00 0.01 -0.06 0.00
H 2.96443 -5.00498 -1.45807 0.01 0.09 -0.07 0.00
H -1.12837 -2.66268 1.53013 -0.13 -0.04 0.08 0.00
H -1.10057 -4.29838 2.22633 0.00 -0.04 0.04 0.00
H -2.63947 -3.58268 1.71823 -0.02 0.03 -0.03 0.00
H -1.52927 -6.02678 -0.84607 -0.03 -0.13 0.01 0.00
H -3.07777 -5.37958 -0.26467 0.18 -0.11 0.06 0.00
H -1.93017 -6.08198 0.88013 0.09 -0.04 -0.02 0.00
```
Forces are in eV/Å.

Output
- frontier orbital gap (spin up / spin down) (Ha) = 0.20449 / 0.11125
- ΔE to the lowest compared entry with this formula, charge and spin (kcal per mole) = 10.60
- total charge = +3
- largest force on an atom (eV Å⁻¹) = 2.4
- 2S+1 = 6
- HOMO energy (spin up / spin down) (eV) = -13.48 / -14.01
- expectation value of S² = 8.8102